Computed, not measured: a molecular structure, C19H35O3RuSSi in a non-equilibrium geometry, with the ωB97M-V functional and the def2-TZVPD basis.

Geometry as XYZ:
```
60
Properties=species:S:1:pos:R:3:forces:R:3:mulliken_charge:R:1
Ru -0.412 0.020 -3.288 0.27 -0.07 -0.36 0.536
C 2.516 -0.065 -5.542 0.13 -0.01 0.20 -1.561
C 1.057 -0.035 -5.269 0.02 -0.02 -0.14 1.399
C 0.299 -1.236 -5.202 0.02 0.00 0.10 -0.428
C -1.107 -1.213 -5.166 -0.11 -0.03 0.01 -0.517
C -1.793 0.019 -5.133 -0.19 0.02 -0.18 -0.686
C -1.061 1.225 -5.179 -0.11 0.05 0.02 -0.569
C 0.346 1.194 -5.216 -0.01 0.04 0.06 -0.458
H 2.624 -0.115 -6.635 -0.03 0.01 0.02 0.352
H 3.003 -0.950 -5.135 -0.02 0.00 0.01 0.427
H 3.028 0.835 -5.209 -0.02 0.00 0.02 0.431
H 0.812 -2.187 -5.300 0.02 -0.02 0.30 0.570
H -1.670 -2.137 -5.237 0.03 -0.04 0.29 0.517
H -2.876 0.038 -5.185 -0.02 0.01 0.27 0.553
H -1.588 2.170 -5.256 0.02 0.04 0.27 0.513
H 0.895 2.123 -5.327 0.01 0.03 0.30 0.569
C 1.447 -2.452 2.800 -0.23 0.32 0.12 -1.505
C 0.478 -2.763 1.677 0.58 -0.50 -0.10 1.516
C 1.230 -3.040 0.387 -0.20 0.29 -0.16 -1.479
C -0.447 -3.913 2.022 -0.34 0.28 0.08 -1.630
O -0.393 -1.578 1.434 -0.20 -0.36 -0.51 -0.003
Si -0.287 -0.028 1.263 0.28 -0.20 3.16 -1.221
S -0.441 0.043 -1.287 -0.14 -0.02 -2.25 0.454
O -1.584 0.801 1.476 -0.28 0.56 -0.59 0.210
C -2.680 0.834 2.517 -0.91 -0.25 0.58 1.386
C -2.054 0.569 3.872 0.56 0.10 -0.24 -1.410
C -3.682 -0.252 2.184 0.25 -0.10 -0.42 -1.487
C -3.319 2.204 2.450 0.47 0.21 -0.36 -1.575
O 1.126 0.617 1.436 0.43 0.11 -0.71 0.882
C 1.836 1.924 1.455 0.16 0.67 -0.03 1.461
C 2.714 1.929 2.693 -0.11 -0.39 0.08 -1.676
C 0.824 3.052 1.489 -0.25 -0.24 0.10 -1.379
C 2.668 1.991 0.190 0.00 -0.38 -0.05 -1.519
H 2.059 -3.332 2.997 0.00 0.01 -0.01 0.508
H 0.912 -2.202 3.717 0.01 -0.04 0.02 0.394
H 2.105 -1.620 2.541 0.05 -0.06 -0.01 0.260
H 1.868 -3.913 0.514 0.01 0.01 -0.03 0.481
H 1.863 -2.183 0.127 0.05 -0.07 0.00 0.279
H 0.526 -3.240 -0.426 0.04 -0.06 0.00 0.303
H 0.139 -4.824 2.143 0.01 0.01 -0.01 0.465
H -1.191 -4.068 1.242 0.06 -0.05 -0.05 0.371
H -0.975 -3.719 2.956 0.04 -0.02 0.03 0.393
H -1.583 -0.419 3.905 -0.09 -0.02 0.05 0.317
H -2.828 0.603 4.638 0.01 -0.03 0.00 0.514
H -1.305 1.326 4.115 -0.04 0.02 0.05 0.345
H -3.205 -1.234 2.198 -0.07 -0.02 0.04 0.215
H -4.117 -0.081 1.197 -0.06 -0.01 0.04 0.377
H -4.484 -0.241 2.920 0.00 -0.01 0.00 0.474
H -2.598 2.987 2.687 -0.02 0.00 0.08 0.349
H -4.134 2.256 3.170 -0.01 -0.03 -0.01 0.440
H -3.713 2.406 1.454 -0.10 -0.06 0.03 0.370
H 2.116 1.825 3.599 -0.01 0.09 0.00 0.399
H 3.258 2.872 2.739 -0.02 0.00 0.00 0.472
H 3.434 1.112 2.667 0.03 0.03 -0.04 0.373
H 0.227 3.014 2.401 -0.01 0.04 0.00 0.297
H 0.147 3.001 0.630 0.03 0.07 0.00 0.295
H 1.343 4.009 1.464 0.00 -0.01 -0.01 0.560
H 3.391 1.175 0.159 0.01 0.01 -0.03 0.360
H 3.212 2.933 0.161 -0.02 0.01 -0.02 0.475
H 2.024 1.933 -0.695 0.04 0.08 -0.01 0.237
```
Forces are in eV/Å.

E: -1752.22923 Eh
Multiplicity: 1
Molar mass: 472.7 g/mol
Net charge: +3
LUMO (spin up / spin down): -14.40 / -14.42 eV

Computed, not measured: 2 unconnected molecules or ions with the total composition C19H36BBrN3O11P2 in a non-equilibrium geometry, with the ωB97M-V functional and the def2-TZVPD basis.

Geometry as XYZ:
```
73
Properties=species:S:1:pos:R:3:forces:R:3:mulliken_charge:R:1
C 1.996 1.799 5.472 -0.78 0.36 0.40 -0.252
C 2.449 3.210 5.203 0.73 -0.24 0.39 0.625
O 3.593 3.514 5.329 -0.14 0.20 -0.39 -0.516
O 1.456 4.112 4.813 -0.14 -0.87 -0.81 -0.268
C 1.900 5.019 3.843 0.97 1.57 0.11 0.606
O 2.637 5.910 4.109 -0.42 -0.28 0.14 -0.476
C 1.439 4.785 2.410 0.07 -0.98 0.18 -0.958
C 1.386 3.297 2.161 -0.95 0.55 -0.31 0.376
N 2.544 2.736 1.968 -0.11 -0.19 0.14 -1.079
N 2.557 1.418 1.797 0.65 -0.58 0.44 1.448
P 4.163 0.698 1.513 1.93 0.05 -1.48 0.478
O 4.186 0.076 0.207 -0.84 -0.45 0.15 -0.611
O 4.503 -0.264 2.723 -0.75 0.89 0.17 -0.421
O 5.166 1.909 1.582 -0.58 -0.13 0.68 -0.476
C 1.496 0.614 1.798 -0.75 0.12 -0.06 -0.083
B 1.515 -0.994 1.607 0.80 -0.35 -0.32 0.459
O 1.970 -1.759 2.662 -0.84 0.34 -0.14 -0.564
N 1.015 -1.543 0.382 0.00 -0.75 0.35 0.221
C -0.148 -2.383 0.817 -0.01 0.34 0.08 -1.022
C 2.001 -2.459 -0.262 -0.14 0.38 -0.84 -1.142
C 0.243 1.218 1.964 0.16 0.17 0.11 0.180
C 0.150 2.577 2.150 0.02 -0.16 0.23 0.966
C -1.190 3.247 2.309 -0.28 -0.48 -0.39 -1.400
C -2.232 2.520 3.178 0.17 0.33 0.35 -0.495
C -1.706 1.975 4.514 -0.55 0.13 -0.12 -0.692
Br -3.209 1.159 2.163 0.05 0.02 0.01 -0.089
H 2.616 1.093 4.927 0.10 0.04 -0.03 -0.101
H 2.127 1.622 6.539 0.16 -0.10 -0.01 0.422
H 0.947 1.629 5.257 0.05 -0.05 -0.13 0.066
H 0.485 5.258 2.203 -0.02 0.12 0.15 0.436
H 2.182 5.215 1.745 0.09 0.18 0.15 0.433
H 4.364 0.198 3.564 0.19 -0.44 0.29 0.369
H 5.571 2.028 2.452 0.17 0.34 -0.09 0.344
H 1.410 -1.614 3.435 0.49 -0.07 0.40 0.348
H -0.877 -2.471 0.013 0.05 0.06 -0.09 0.184
H 0.186 -3.375 1.124 -0.05 -0.02 0.09 0.414
H -0.645 -1.920 1.680 -0.20 -0.04 -0.07 0.365
H 2.734 -2.876 0.429 0.00 0.01 0.05 0.340
H 2.493 -1.938 -1.081 0.27 0.09 0.20 0.293
H 1.454 -3.275 -0.732 -0.05 -0.06 0.10 0.459
H -0.642 0.597 1.961 -0.04 0.00 -0.10 -0.009
H -1.612 3.292 1.300 0.04 0.25 -0.04 0.484
H -1.127 4.270 2.664 0.22 -0.02 0.13 0.270
H -2.989 3.259 3.415 -0.15 -0.03 -0.28 0.650
H -1.920 0.912 4.591 0.34 -0.09 0.13 0.375
H -0.657 2.205 4.656 0.05 -0.11 -0.09 -0.323
H -2.243 2.463 5.326 0.00 -0.05 0.06 0.374
O -1.951 -2.701 -3.078 -1.76 -1.78 -0.56 -0.734
P -1.905 -2.417 -4.527 3.30 4.13 -0.73 1.050
O -0.447 -2.782 -5.090 -0.55 -0.29 0.01 -0.343
C -0.015 -4.149 -5.089 0.11 -0.34 -0.06 -0.301
C -0.712 -4.980 -6.151 -0.18 0.10 0.02 -0.965
O -1.833 -0.795 -4.620 -0.34 -0.29 -0.07 -0.377
C -2.028 0.012 -3.465 0.17 0.12 0.20 -0.372
C -0.702 0.346 -2.814 0.20 0.12 0.01 -0.796
O -2.732 -2.541 -5.899 -0.93 -1.81 1.37 -0.315
C -4.134 -2.902 -5.842 -0.34 0.03 0.01 -0.259
C -4.963 -1.859 -5.121 0.16 0.14 0.14 -1.062
H -0.168 -4.582 -4.097 -0.01 0.07 0.02 0.245
H 1.056 -4.129 -5.280 -0.01 0.15 0.01 0.341
H -1.772 -5.109 -5.919 0.03 -0.05 0.00 0.215
H -0.260 -5.970 -6.217 0.03 0.01 0.03 0.413
H -0.648 -4.493 -7.123 0.07 -0.01 -0.01 0.259
H -2.698 -0.478 -2.758 0.07 -0.12 -0.01 0.321
H -2.526 0.926 -3.795 0.03 -0.04 -0.14 0.356
H -0.098 -0.548 -2.656 -0.14 -0.09 0.10 0.204
H -0.864 0.835 -1.850 0.01 0.00 0.00 0.158
H -0.119 1.015 -3.449 -0.04 0.02 -0.01 0.336
H -4.238 -3.878 -5.362 0.04 0.00 -0.03 0.302
H -4.466 -3.007 -6.873 0.19 0.04 -0.06 0.359
H -4.691 -1.798 -4.064 -0.03 -0.06 -0.02 0.277
H -6.022 -2.108 -5.182 0.01 -0.03 -0.03 0.419
H -4.802 -0.873 -5.556 -0.04 -0.02 -0.08 0.265
```
Forces are in eV/Å.

E: -5019.02849 Eh
Multiplicity: 1
Molar mass: 635.2 g/mol
Net charge: +1
LUMO: -4.86 eV

Computed, not measured: a molecular structure, C19H36BGeN8PSZn, with the ωB97M-V functional and the def2-TZVPD basis.

Geometry as XYZ:
```
68
Properties=species:S:1:pos:R:3:forces:R:3:mulliken_charge:R:1
Zn -1.078 0.064 0.922 0.15 -0.35 -0.44 -0.118
C -3.473 3.272 -0.376 0.04 -0.02 0.02 -1.906
C -2.371 2.255 -0.349 0.04 0.09 0.08 0.935
N -2.622 0.979 -0.002 -0.07 -0.12 -0.16 0.500
N -3.883 0.613 0.425 0.11 -0.02 0.04 -0.485
C -4.086 -0.622 0.857 0.01 0.04 -0.02 0.351
N -5.354 -0.947 1.225 -0.01 -0.07 0.02 -0.457
S -2.846 -1.783 0.919 -0.09 0.02 0.05 -0.454
C -1.063 2.545 -0.653 0.11 0.00 -0.09 0.433
C -0.533 3.835 -0.990 -0.07 -0.10 0.05 -1.080
C 0.787 4.087 -0.925 0.15 -0.05 0.02 -0.844
C 1.668 3.030 -0.455 -0.03 0.18 -0.03 -0.507
C 1.220 1.787 -0.297 -0.09 -0.17 0.08 -0.730
N -0.130 1.404 -0.599 -0.16 0.14 -0.20 1.468
H -3.977 3.300 0.594 0.00 0.05 -0.01 0.424
H -4.214 3.039 -1.146 0.00 -0.02 0.01 0.361
H -3.092 4.270 -0.562 -0.02 0.00 -0.02 0.354
H -4.634 1.288 0.424 0.00 0.02 -0.02 0.268
H -6.004 -0.217 1.465 0.00 0.00 0.01 0.201
H -5.443 -1.804 1.744 -0.01 0.01 0.00 0.245
H -1.217 4.624 -1.276 0.02 0.00 -0.01 0.320
H 1.189 5.062 -1.165 -0.01 -0.02 0.01 0.388
H 2.698 3.256 -0.210 0.00 -0.03 0.01 0.487
H 1.858 0.974 0.036 -0.01 0.01 0.00 0.077
C 2.656 1.202 -3.405 0.01 -0.01 -0.01 -1.152
Ge 0.710 1.096 -3.525 -0.08 -0.02 -0.01 0.674
C 0.282 -0.435 -4.673 -0.04 -0.02 0.02 -1.341
C -0.072 2.700 -4.312 -0.01 0.01 -0.02 -1.235
C -0.203 0.565 -1.844 0.12 0.15 0.07 -0.511
H 3.062 1.337 -4.410 0.01 -0.01 0.04 0.423
H 3.054 0.268 -3.002 0.02 0.04 0.01 0.323
H 2.985 2.027 -2.776 0.00 -0.01 -0.01 0.325
H 0.628 -0.276 -5.695 0.00 0.01 0.03 0.401
H -0.798 -0.600 -4.700 0.03 -0.02 -0.02 0.395
H 0.756 -1.342 -4.292 -0.02 0.01 -0.02 0.362
H 0.278 2.813 -5.340 -0.02 0.01 0.03 0.409
H 0.189 3.593 -3.747 0.00 -0.01 0.00 0.357
H -1.158 2.600 -4.324 0.01 0.04 -0.02 0.362
H 0.160 -0.445 -1.612 0.02 0.04 0.06 -0.432
H -1.259 0.456 -2.093 -0.04 -0.05 0.07 0.469
C 2.231 -3.590 2.940 -0.02 0.03 -0.05 -0.897
N 1.324 -4.162 1.943 0.03 0.01 0.00 0.151
C 2.090 -4.479 0.740 -0.03 0.07 -0.01 -0.933
N 2.829 -3.340 0.189 -0.01 -0.02 0.03 0.151
C 3.688 -2.791 1.241 -0.08 0.03 0.00 -0.893
N 2.972 -2.423 2.461 -0.01 -0.01 -0.03 0.108
C 2.086 -1.281 2.236 -0.03 -0.06 -0.05 -1.020
P 0.795 -1.637 0.949 -0.03 0.01 0.19 1.543
C 0.215 -3.257 1.647 0.05 0.09 -0.03 -1.160
C 1.927 -2.328 -0.354 -0.10 0.05 0.05 -1.208
H 2.955 -4.359 3.216 0.01 -0.01 0.00 0.298
H 1.661 -3.314 3.828 0.00 0.01 0.00 0.422
H 1.416 -4.869 -0.024 -0.01 -0.01 0.00 0.374
H 2.813 -5.255 0.994 0.03 -0.02 0.01 0.309
H 4.210 -1.915 0.852 0.01 0.01 0.00 0.378
H 4.427 -3.550 1.498 0.02 -0.03 0.01 0.283
H 2.674 -0.414 1.930 0.02 0.02 0.00 0.346
H 1.578 -1.013 3.164 -0.01 0.01 0.03 0.485
H -0.468 -3.726 0.935 -0.01 -0.02 -0.01 0.483
H -0.355 -3.056 2.556 -0.02 0.00 0.02 0.439
H 2.506 -1.515 -0.799 0.03 0.00 -0.01 0.397
H 1.318 -2.768 -1.148 0.02 -0.01 -0.04 0.519
B -1.740 0.924 5.373 -0.12 -0.01 0.15 0.286
C -1.286 0.758 3.883 0.06 0.06 0.11 0.351
N -0.968 0.627 2.778 0.08 0.05 0.15 -0.870
H -0.874 1.517 5.977 -0.01 -0.03 -0.08 -0.137
H -1.911 -0.202 5.801 0.02 0.06 -0.03 -0.136
H -2.782 1.551 5.337 0.06 -0.04 0.01 -0.131
```
Forces are in eV/Å.

E: -5804.23898 Eh
Multiplicity: 1
Molar mass: 588.4 g/mol
LUMO: 0.22 eV